{
  "formula": "C13H27Cl10NO",
  "method": "ωB97M-V with the def2-TZVPD basis set",
  "elements": ["C", "C", "O", "N", "C", "H", "H", "H", "H", "H", "H", "H", "Cl", "C", "C", "Cl", "H", "H", "H", "H", "Cl", "C", "C", "Cl", "H", "H", "H", "H", "Cl", "C", "C", "Cl", "H", "H", "H", "H", "Cl", "C", "C", "Cl", "H", "H", "H", "H", "Cl", "C", "C", "Cl", "H", "H", "H", "H"],
  "positions_angstrom": [[4.26, 6.44, -3.34], [2.77, 6.28, -3.27], [2.17, 5.60, -4.09], [2.12, 6.96, -2.32], [0.68, 6.82, -2.00], [4.83, 5.64, -2.87], [4.49, 7.30, -2.71], [4.63, 6.69, -4.33], [2.62, 7.56, -1.68], [0.43, 7.64, -1.33], [0.40, 5.84, -1.63], [0.13, 7.16, -2.88], [-4.02, 3.84, 3.86], [-4.39, 5.34, 4.79], [-3.30, 6.10, 5.48], [-1.88, 6.32, 4.39], [-5.04, 4.98, 5.59], [-4.97, 6.08, 4.23], [-2.98, 5.71, 6.44], [-3.66, 7.10, 5.69], [3.34, -2.91, -6.99], [3.11, -2.21, -5.41], [2.15, -0.99, -5.37], [0.40, -1.50, -5.23], [4.11, -1.80, -5.26], [2.98, -3.00, -4.67], [2.25, -0.59, -6.38], [2.34, -0.21, -4.64], [-1.91, -1.61, 1.96], [-0.45, -1.42, 0.90], [0.07, 0.01, 1.08], [0.61, 0.15, 2.79], [-0.57, -1.82, -0.11], [0.38, -2.04, 1.22], [-0.61, 0.81, 0.82], [0.98, 0.24, 0.52], [1.00, -6.25, 6.04], [-0.74, -6.12, 5.76], [-1.40, -5.08, 6.69], [-1.44, -5.57, 8.32], [-1.15, -7.09, 6.04], [-0.88, -5.93, 4.69], [-2.38, -4.81, 6.30], [-0.87, -4.13, 6.63], [0.45, -7.18, -2.12], [-0.90, -7.12, -3.23], [-1.81, -8.28, -2.96], [-2.68, -8.13, -1.41], [-0.41, -7.13, -4.20], [-1.46, -6.18, -3.16], [-1.23, -9.19, -2.85], [-2.56, -8.30, -3.76]],
  "lowdin_charge": [-0.007, -0.574, 0.029, -0.006, -0.058, 0.087, 0.066, 0.089, 0.125, 0.078, 0.088, 0.083, 0.514, -0.668, -0.643, 0.512, 0.064, 0.076, 0.075, 0.069, 0.567, -0.692, -0.595, 0.478, 0.055, 0.069, 0.047, 0.071, 0.498, -0.632, -0.642, 0.511, 0.075, 0.058, 0.069, 0.063, 0.537, -0.660, -0.754, 0.614, 0.056, 0.070, 0.075, 0.064, 0.571, -0.706, -0.680, 0.536, 0.070, 0.075, 0.060, 0.074],
  "e_lumo_ev": 0.234,
  "e_homo_ha": -0.3548,
  "homo_lumo_gap_ev": 9.890
}


{
  "formula": "C21H20O4",
  "method": "ωB97M-V with the def2-TZVPD basis set",
  "elements": ["O", "O", "O", "O", "C", "C", "C", "C", "C", "C", "C", "C", "C", "C", "C", "C", "C", "C", "C", "C", "C", "C", "C", "C", "C", "H", "H", "H", "H", "H", "H", "H", "H", "H", "H", "H", "H", "H", "H", "H", "H", "H", "H", "H", "H"],
  "positions_angstrom": [[-1.35, 7.10, 2.86], [-0.42, 1.06, 0.11], [1.38, -3.35, -1.20], [2.15, 4.00, 1.87], [0.26, 2.02, 0.78], [-2.38, -3.52, -1.59], [1.58, 1.70, 1.09], [-1.62, -2.66, -0.84], [-1.88, 4.99, 1.79], [0.42, 5.51, 2.16], [2.58, -1.75, 0.05], [-1.53, 3.83, 1.13], [2.73, -0.54, 0.76], [-0.97, 5.94, 2.22], [0.80, 4.27, 1.62], [1.46, -2.15, -0.65], [0.53, 0.03, -0.07], [-0.21, 3.38, 1.24], [1.71, 0.37, 0.54], [0.36, -1.19, -0.64], [2.49, -4.17, -1.67], [-2.81, -3.25, -2.98], [-2.87, -4.75, -0.88], [2.60, 2.67, 1.58], [-0.87, -1.45, -1.35], [-0.59, 7.45, 3.39], [-1.41, -2.87, 0.19], [-2.98, 5.28, 1.93], [1.28, 6.08, 2.60], [3.51, -2.32, 0.13], [-2.37, 3.23, 0.83], [3.61, -0.23, 1.25], [3.30, -4.17, -1.02], [2.82, -3.63, -2.58], [2.11, -5.15, -1.89], [-2.76, -4.07, -3.68], [-2.11, -2.57, -3.47], [-3.76, -2.88, -2.87], [-2.05, -5.39, -0.52], [-3.54, -4.39, -0.06], [-3.44, -5.38, -1.54], [3.19, 2.84, 0.64], [3.08, 2.21, 2.44], [-0.44, -1.47, -2.34], [-1.62, -0.67, -1.35]],
  "lowdin_charge": [0.030, 0.121, -0.075, -0.032, -0.128, -0.332, -0.071, -0.043, -0.055, 0.068, -0.010, -0.018, 0.007, -0.291, -0.194, -0.231, -0.125, -0.066, -0.144, -0.100, -0.009, -0.054, -0.071, -0.101, -0.145, 0.118, 0.114, 0.141, 0.136, 0.107, 0.114, 0.098, 0.053, 0.107, 0.089, 0.081, 0.079, 0.058, 0.082, 0.090, 0.059, 0.154, 0.129, 0.131, 0.129],
  "e_lumo_ev": 0.691,
  "e_above_lowest_ev": 2.404,
  "e_homo_ha": -0.2617,
  "homo_lumo_gap_ev": 7.812
}


{
  "formula": "C2H8SSi",
  "method": "ωB97M-V with the def2-TZVPD basis set",
  "elements": ["C", "C", "Si", "S", "H", "H", "H", "H", "H", "H", "H", "H"],
  "positions_angstrom": [[0.09, -0.72, 1.78], [0.95, 0.17, -0.43], [-0.68, 0.31, -1.35], [1.88, 1.65, -0.08], [0.32, 0.20, 2.28], [0.83, -1.30, 1.33], [-0.96, -0.87, 1.64], [1.55, -0.70, -0.67], [-1.64, 0.66, -0.19], [-0.43, 1.22, -2.40], [-0.86, -1.06, -1.71], [0.78, 2.24, 0.41]],
  "lowdin_charge": [0.055, -0.798, 0.553, 0.629, -0.003, -0.039, -0.019, -0.007, -0.049, -0.090, -0.082, -0.149],
  "e_lumo_ev": [0.066, 0.328],
  "e_above_lowest_ev": 4.795,
  "e_homo_ha": [-0.3004, -0.2826],
  "homo_lumo_gap_ev": [8.240, 8.017]
}


{
  "formula": "C4H8O4S",
  "method": "ωB97M-V with the def2-TZVPD basis set",
  "elements": ["C", "C", "C", "C", "O", "O", "O", "O", "S", "H", "H", "H", "H", "H", "H", "H", "H"],
  "positions_angstrom": [[-1.69, -1.37, 0.61], [-1.29, -0.01, 0.84], [2.34, -0.39, -0.91], [-1.39, 1.45, 0.71], [2.18, -0.62, 1.78], [1.66, 1.66, 0.80], [-1.67, -0.73, 1.90], [-0.86, 1.93, -0.39], [1.60, 0.21, 0.78], [-2.82, -1.53, 0.49], [-1.01, -2.21, 0.49], [1.68, -0.04, -1.68], [3.27, 0.27, -1.03], [2.84, -1.42, -0.98], [-1.15, 2.04, 1.59], [-2.52, 1.50, 0.62], [0.02, 2.17, -0.25]],
  "lowdin_charge": [-0.024, -0.189, -0.170, -0.291, -0.407, -0.428, 0.051, 0.005, 0.690, 0.148, 0.120, 0.019, 0.058, 0.073, 0.150, 0.164, 0.031],
  "e_lumo_ev": [-0.243, -1.085],
  "e_above_lowest_ev": 4.935,
  "e_homo_ha": [-0.3000, -0.2796],
  "homo_lumo_gap_ev": [7.921, 6.523]
}


{
  "formula": "C9H11Br18NO3",
  "method": "ωB97M-V with the def2-TZVPD basis set",
  "elements": ["O", "C", "C", "N", "C", "O", "O", "H", "H", "H", "H", "H", "C", "Br", "Br", "Br", "H", "C", "Br", "Br", "Br", "H", "C", "Br", "Br", "Br", "H", "C", "Br", "Br", "Br", "H", "C", "Br", "Br", "Br", "H", "C", "Br", "Br", "Br", "H"],
  "positions_angstrom": [[-0.62, -0.75, 3.22], [-1.28, 0.02, 3.89], [-2.17, 1.05, 3.25], [-3.34, 1.49, 4.01], [-4.52, 0.75, 3.93], [-5.54, 1.11, 4.44], [-4.47, -0.37, 3.15], [-1.17, -0.02, 4.99], [-1.53, 1.93, 3.08], [-2.46, 0.70, 2.26], [-3.14, 1.74, 4.97], [-3.85, -1.03, 3.50], [0.67, -0.33, 0.20], [2.45, 0.12, -0.36], [-0.50, 1.20, 0.16], [-0.04, -1.79, -0.84], [0.72, -0.66, 1.22], [1.55, -0.75, -4.11], [-0.05, -1.60, -4.75], [3.13, -1.51, -4.91], [1.48, 1.15, -4.35], [1.61, -0.93, -3.04], [3.14, 0.67, -7.68], [1.40, 0.32, -8.43], [4.50, -0.41, -8.49], [3.58, 2.54, -7.75], [3.10, 0.40, -6.63], [0.16, 1.79, 8.33], [-0.33, 1.10, 10.04], [-1.27, 1.56, 7.05], [0.72, 3.63, 8.42], [0.99, 1.21, 7.96], [4.12, -2.35, 3.15], [4.31, -4.02, 2.22], [5.15, -0.95, 2.32], [2.27, -1.86, 3.37], [4.53, -2.49, 4.14], [-2.61, -0.63, -8.31], [-1.58, -0.69, -9.93], [-2.29, 0.98, -7.32], [-4.49, -0.86, -8.66], [-2.29, -1.47, -7.71]],
  "lowdin_charge": [-0.032, -0.242, -0.192, 0.076, -0.576, 0.129, 0.094, 0.044, 0.123, 0.092, 0.076, 0.117, -1.616, 0.591, 0.646, 0.618, -0.106, -1.619, 0.562, 0.642, 0.597, -0.121, -1.686, 0.531, 0.568, 0.570, -0.166, -1.634, 0.595, 0.644, 0.593, -0.027, -1.635, 0.581, 0.561, 0.631, -0.034, -1.643, 0.553, 0.555, 0.576, -0.036],
  "e_lumo_ev": -0.630,
  "e_homo_ha": -0.3673,
  "homo_lumo_gap_ev": 9.365
}


{
  "formula": "C27H40N2O7PdS2Si",
  "method": "ωB97M-V with the def2-TZVPD basis set",
  "elements": ["Pd", "C", "C", "C", "C", "O", "Si", "S", "O", "C", "C", "C", "C", "O", "C", "C", "C", "C", "H", "H", "H", "H", "H", "H", "H", "H", "H", "H", "H", "H", "H", "H", "H", "H", "H", "H", "H", "H", "H", "H", "H", "H", "H", "H", "H", "O", "C", "O", "C", "C", "C", "C", "O", "C", "O", "C", "C", "H", "H", "H", "H", "H", "N", "C", "S", "N", "C", "C", "C", "C", "C", "C", "H", "H", "H", "H", "H", "H", "H", "H"],
  "positions_angstrom": [[-1.36, 0.40, -0.18], [1.88, 0.35, -1.97], [1.28, -1.05, -2.15], [2.38, -2.10, -2.19], [0.42, -1.08, -3.42], [0.37, -1.32, -1.09], [0.54, -1.27, 0.54], [-1.46, -1.61, 1.15], [0.93, 0.28, 0.88], [1.69, 0.99, 1.85], [3.14, 0.49, 1.87], [1.63, 2.46, 1.40], [1.06, 0.82, 3.23], [1.68, -2.26, 1.13], [1.56, -3.58, 1.64], [0.83, -3.54, 2.97], [0.82, -4.48, 0.65], [3.00, -4.07, 1.82], [2.40, 0.67, -2.87], [2.58, 0.34, -1.14], [1.08, 1.05, -1.75], [3.09, -1.85, -2.97], [1.96, -3.08, -2.38], [2.91, -2.12, -1.24], [1.01, -0.78, -4.28], [-0.41, -0.38, -3.28], [0.02, -2.07, -3.58], [3.60, 0.61, 0.89], [3.15, -0.56, 2.13], [3.72, 1.05, 2.60], [2.04, 2.55, 0.40], [2.19, 3.09, 2.08], [0.59, 2.78, 1.38], [1.13, -0.22, 3.55], [0.01, 1.09, 3.20], [1.57, 1.46, 3.95], [-0.18, -3.15, 2.83], [1.36, -2.89, 3.67], [0.77, -4.54, 3.39], [-0.20, -4.12, 0.52], [0.79, -5.50, 1.03], [1.33, -4.47, -0.32], [3.53, -3.40, 2.50], [3.52, -4.09, 0.87], [3.00, -5.07, 2.25], [-5.54, 1.50, -0.23], [-4.52, 0.99, 0.19], [-3.57, 0.61, -0.59], [-4.33, 0.74, 1.67], [-5.42, 0.28, 2.39], [-5.34, 0.04, 3.76], [-4.13, 0.28, 4.36], [-3.79, 0.14, 5.68], [-2.43, 0.53, 5.77], [-1.97, 0.90, 4.49], [-3.03, 0.73, 3.64], [-3.10, 0.97, 2.29], [-6.35, 0.12, 1.88], [-6.20, -0.31, 4.32], [-1.83, -0.31, 6.15], [-2.35, 1.39, 6.46], [-2.22, 1.36, 1.73], [-3.23, 1.71, -2.91], [-1.98, 2.12, -2.94], [-1.14, 2.46, -1.50], [-1.42, 2.34, -4.15], [-0.06, 2.57, -4.45], [0.71, 3.47, -3.73], [2.05, 3.63, -4.06], [2.60, 2.93, -5.12], [1.82, 2.06, -5.86], [0.49, 1.88, -5.53], [-3.60, 1.34, -1.98], [-3.75, 1.52, -3.75], [-1.97, 2.06, -4.95], [0.27, 4.03, -2.93], [2.65, 4.32, -3.49], [3.64, 3.08, -5.38], [2.24, 1.52, -6.69], [-0.13, 1.19, -6.09]],
  "lowdin_spin": [1.006, 0.002, 0.001, 0.001, 0.000, 0.023, 0.054, 0.627, 0.042, 0.004, 0.002, 0.000, 0.002, -0.001, 0.001, 0.004, 0.006, 0.000, 0.000, 0.000, 0.001, 0.000, 0.000, 0.000, 0.000, 0.000, 0.000, 0.000, 0.000, 0.000, 0.000, 0.000, 0.000, 0.001, 0.000, 0.000, 0.004, 0.000, 0.000, 0.008, 0.000, 0.000, 0.000, 0.000, 0.000, 0.010, 0.005, 0.082, 0.000, 0.000, 0.001, 0.000, 0.000, 0.000, 0.001, 0.007, 0.006, 0.000, 0.000, 0.000, 0.000, 0.000, 0.005, 0.015, 0.065, 0.006, 0.000, 0.003, 0.000, 0.000, 0.000, 0.000, 0.000, 0.000, 0.000, 0.002, 0.000, 0.000, 0.000, 0.000],
  "s_squared": 2.0093,
  "multiplicity": 3,
  "e_lumo_ev": [0.462, -2.695],
  "e_above_lowest_ev": 0.840,
  "e_homo_ha": [-0.2838, -0.2842],
  "homo_lumo_gap_ev": [8.185, 5.040]
}